# C14H37N3O2RuS2

A structure of composition C14H37N3O2RuS2 (ωB97M-V with the def2-TZVPD basis set, the Open Molecules 2025 dataset).

* gap between HOMO and LUMO (alpha / beta): 8.13 / 7.88 eV
* <S²>: 0.755
* relative energy (zero: lowest compared OMol25 entry of this formula, charge and spin): 0.784 eV
* F_max: 0.7 eV/Å

Geometry as ORCA input:
```
! RIJCOSX wB97M-V def2-TZVPD def2/J DEFGRID3
* xyz 3 2
Ru 0.119 -0.599 0.845
S 0.917 0.118 -2.254
S -2.002 1.991 1.612
O -0.900 1.143 0.880
O 0.148 -0.710 -1.148
N -0.193 -0.855 2.939
N 2.031 -0.327 1.551
N -0.098 -2.673 0.910
C 0.417 1.875 -4.890
C -0.818 -2.194 3.163
C -0.609 0.846 -4.434
C 1.832 -3.126 -2.843
C -3.391 1.999 0.464
C 0.022 -0.367 -3.762
C -0.189 3.931 2.317
C -0.122 -3.215 2.299
C 2.536 -0.694 -2.422
C 2.246 -0.961 2.884
C -4.668 2.380 1.205
C 2.597 -2.145 -1.964
C -1.410 3.678 1.450
C 1.052 -0.594 3.724
H -1.870 -2.109 2.883
H 0.201 4.924 2.095
H -1.233 3.842 0.386
H 0.756 -2.948 -2.817
H 0.731 -0.869 -4.420
H -1.155 0.462 -5.298
H 1.040 -1.135 4.670
H -1.014 -2.824 0.478
H -4.597 3.366 1.666
H 1.073 0.473 3.956
H 2.247 -2.215 -0.925
H 2.762 -0.615 0.899
H -3.148 2.692 -0.343
H -3.425 0.985 0.063
H -0.626 -4.181 2.331
H -0.709 -1.095 -3.405
H 2.013 -4.151 -2.523
H -2.264 4.285 1.763
H 3.656 -2.411 -1.940
H -1.357 1.291 -3.773
H 2.161 -3.057 -3.880
H 3.185 -0.627 3.325
H 2.775 -0.598 -3.484
H -4.925 1.651 1.972
H 0.907 -3.376 2.615
H -5.485 2.421 0.486
H 2.133 0.687 1.645
H 0.607 3.216 2.103
H -0.877 -0.159 3.230
H 0.962 2.315 -4.050
H -0.068 2.692 -5.420
H 3.233 -0.053 -1.880
H -0.778 -2.472 4.217
H 2.317 -2.034 2.723
H -0.434 3.898 3.377
H 0.547 -3.203 0.322
H 1.142 1.431 -5.574
*
```